Record 1
{"formula": "C14H30N4O8P2", "method": "wB97M-V/def2-TZVPD", "elements": ["H", "C", "O", "H", "O", "N", "H", "O", "O", "H", "H", "H", "H", "C", "H", "H", "H", "C", "O", "H", "H", "O", "H", "H", "H", "C", "C", "P", "C", "N", "H", "H", "N", "C", "O", "H", "C", "H", "H", "P", "C", "H", "C", "N", "H", "H", "H", "C", "C", "C", "C", "O", "H", "H", "H", "H", "H", "H"], "xyz": [[-5.4242, 4.1078, -0.5211], [2.2537, -3.1679, 1.7111], [-3.8223, 2.9256, -0.0982], [0.0929, 1.9590, -2.0741], [2.5318, -1.5910, 5.9164], [6.5993, -2.2732, 0.3883], [4.3030, 0.0183, -1.3124], [-1.0343, 0.3898, -4.8295], [-0.6953, 0.0888, -1.9090], [-6.2856, 1.9537, 0.4012], [0.8130, -1.3029, -1.6743], [1.4867, -0.1848, 1.8856], [-3.0839, 1.5713, -1.5102], [-2.2898, -0.2674, -4.7196], [0.7420, -0.7574, 0.5452], [3.3969, -3.8171, 4.3018], [-1.8898, 1.8295, -3.5860], [-4.9987, 3.1609, -0.8689], [5.8146, -0.3154, 3.8704], [-6.9429, 2.3196, -1.2010], [-0.1052, -1.4445, -3.2030], [-5.5734, 0.8143, -1.1951], [-2.3383, 3.1988, -1.5100], [-0.8471, -1.9365, -1.6691], [-3.0751, 0.3590, -5.1538], [3.6576, -2.7112, 2.4105], [4.1907, -1.4344, 1.6358], [2.9995, -0.8751, 0.2085], [3.5811, -2.7042, 4.0023], [1.2486, -3.5009, 1.1117], [3.7282, 1.4686, 4.1426], [2.7865, 1.4421, 2.7402], [3.2915, 0.8505, 3.4386], [-2.7578, 2.4052, -0.8829], [3.8588, 0.4377, -0.5314], [4.3625, -3.6016, 2.1476], [-0.0469, 1.0783, -2.7092], [0.9199, -0.6303, 4.5484], [-0.4100, 2.2878, -4.4417], [4.6990, 0.1152, 2.5906], [2.3848, -1.8987, 4.6801], [-5.9312, -0.4737, 0.3809], [-5.0891, -0.0646, -0.1878], [1.5349, -0.1495, 0.8538], [0.9426, 0.7352, -3.0297], [6.6989, -0.0994, 3.4660], [-4.3950, 0.4368, 0.4903], [-6.0293, 2.0556, -0.6588], [-0.9057, 1.4704, -3.9081], [-0.1755, -1.2147, -2.1376], [5.5342, -1.8820, 0.8301], [1.1822, -1.4543, 4.0701], [-2.2363, -1.2018, -5.2833], [-4.5650, -0.8875, -0.6770], [-4.7550, 3.2738, -1.9317], [-1.9788, 2.0452, -0.2069], [-2.5369, -0.5029, -3.6806], [4.5832, -2.4538, 4.5334]], "atomic_forces_ev_per_a": [[-0.03, -0.01, -0.03], [-3.17, -1.26, -1.79], [-0.07, -0.14, -0.36], [0.04, 0.01, -0.03], [-0.38, -1.46, -5.28], [-6.14, 2.25, 2.36], [-0.55, 0.57, 0.93], [-0.23, 0.01, 0.33], [0.20, -0.12, -0.31], [0.12, 0.03, -0.03], [0.08, -0.14, -0.14], [0.06, 0.22, -0.53], [0.01, 0.04, 0.04], [0.10, -0.05, -0.15], [0.96, 0.68, 0.09], [0.13, 1.91, -0.52], [0.08, -0.10, 0.04], [-0.08, -0.06, 0.56], [-1.00, 0.22, -1.68], [0.00, 0.04, 0.03], [0.04, 0.03, 0.01], [0.12, 0.13, 0.38], [0.04, -0.02, -0.11], [0.02, 0.11, 0.03], [-0.10, -0.04, 0.08], [-0.84, -1.95, -1.13], [1.20, -0.62, 0.34], [-0.34, 0.48, -1.99], [-1.17, -1.10, -0.05], [5.69, 1.85, 3.52], [-0.42, -0.38, -0.45], [0.79, -0.53, 0.70], [0.71, -0.92, -0.43], [0.01, 0.02, 0.23], [-0.52, -1.77, 0.66], [-1.26, 1.60, 0.41], [-0.53, 0.18, 0.18], [0.41, -1.03, -0.03], [0.00, 0.02, 0.05], [2.06, 1.84, -0.04], [0.13, 2.38, 5.23], [0.08, -0.01, 0.09], [-0.09, -0.06, -0.17], [0.98, -1.07, 0.72], [-0.09, -0.02, -0.05], [-1.28, -0.24, 0.60], [-0.03, 0.03, 0.00], [0.16, -0.01, -0.58], [0.48, -0.23, -0.19], [-0.14, 0.06, 0.17], [3.38, -1.05, -0.43], [2.46, -0.67, -0.10], [0.08, 0.15, 0.00], [-0.08, 0.09, -0.05], [-0.03, -0.12, 0.06], [-0.12, 0.06, -0.04], [0.00, 0.06, -0.02], [-1.92, 0.11, -1.15]], "homo_lumo_gap_ev": 8.9, "de_lowest_ev": 8.1041, "energy_ev": -55917.5550, "smiles": "N#C[C@H](CC(=O)O)C(C#N)(P(N)O)P(N)O.COCCOC.COCCOC", "homo_ev": -8.757, "charge": 0}

=====

Record 2
{"formula": "C14H30NO3S", "method": "wB97M-V/def2-TZVPD", "elements": ["C", "H", "H", "H", "H", "O", "H", "C", "C", "H", "H", "H", "C", "H", "C", "N", "C", "H", "C", "S", "O", "H", "O", "H", "C", "H", "H", "C", "H", "C", "H", "H", "H", "H", "H", "C", "H", "H", "C", "H", "C", "H", "H", "H", "H", "H", "H", "H", "C"], "xyz": [[-0.2783, 5.4421, 1.5512], [0.4133, -0.8580, -3.5758], [3.1316, 3.4188, 1.2628], [1.3641, 6.7572, 0.9894], [1.0226, -4.0866, -2.1817], [0.5922, -5.6395, 0.6100], [-0.8509, -2.6817, -2.6225], [0.4551, -4.1335, -1.2498], [1.2521, -4.9321, -0.2019], [-2.7644, -3.4616, -1.9651], [0.1091, 5.1812, 2.5428], [2.0261, -2.4335, -0.1538], [2.1176, 3.6835, 1.5619], [0.0807, -3.3491, 1.5815], [-1.4773, -0.9940, -1.5379], [0.0027, -2.8167, -0.7647], [-3.4015, -2.6529, -1.6321], [-1.0941, -0.1829, -0.9170], [-0.1631, -1.3267, 2.1560], [0.8797, 0.0322, 2.7573], [-0.0569, 4.3845, 0.6414], [-0.8163, -1.7148, 2.9299], [2.5020, -4.7814, -0.2442], [1.6651, 2.8249, 2.0573], [0.6807, -2.4462, 1.5702], [-1.8826, -0.5404, -2.4427], [0.9154, -1.0914, -0.0403], [1.2978, 4.0853, 0.3491], [-3.8684, -2.1994, -2.5021], [-2.6452, -1.6385, -0.7938], [1.7681, 4.9237, -0.1786], [-1.3614, 5.5187, 1.6518], [-0.8114, -0.9291, 1.3867], [1.5829, -2.6506, 2.1383], [1.2682, 3.2542, -0.3551], [0.7614, -1.3343, -2.6630], [-0.1408, 7.0558, 0.1246], [1.2668, -0.5748, -2.0757], [-0.3898, -1.9945, -1.9211], [-0.4414, -4.7117, -1.4766], [0.2786, 6.7802, 1.0933], [2.1863, 4.4904, 2.2943], [1.4945, -2.0803, -2.9559], [0.0299, 7.5581, 1.8165], [0.0870, 1.1113, 2.6854], [-3.3299, -0.8513, -0.4768], [-4.1615, -3.1270, -1.0187], [-2.2965, -2.1190, 0.1092], [0.9996, -2.1686, 0.0860]], "atomic_forces_ev_per_a": [[0.02, 0.04, 0.09], [-0.17, 0.10, -0.17], [-0.01, -0.04, -0.03], [0.01, 0.01, 0.07], [0.39, 0.29, 0.01], [0.20, 0.56, -0.65], [-0.11, -0.26, -0.16], [-0.75, -0.51, 0.16], [0.51, -0.58, 0.82], [0.28, -0.13, -0.13], [0.05, 0.05, 0.00], [0.08, -0.27, -0.13], [-0.11, 0.12, 0.15], [0.03, -0.29, 0.16], [-0.33, -0.17, 0.34], [0.64, 0.11, -0.74], [-0.06, -0.14, 0.35], [0.30, 0.11, -0.01], [-0.42, -0.01, 0.03], [0.58, 0.02, 0.21], [-0.14, -0.06, -0.09], [0.07, 0.14, 0.41], [-0.42, -0.01, -0.08], [0.06, -0.05, -0.05], [0.02, 0.03, -0.67], [0.11, 0.20, -0.22], [0.02, 0.25, -0.13], [0.16, -0.03, -0.04], [-0.11, 0.09, -0.16], [-0.06, 0.20, -0.26], [0.01, 0.03, 0.05], [-0.02, -0.07, -0.05], [-0.16, 0.07, -0.26], [0.13, 0.07, 0.21], [-0.11, -0.01, 0.00], [0.11, -0.04, -0.20], [-0.03, 0.01, 0.01], [0.05, 0.12, 0.17], [-0.17, 0.13, 0.38], [-0.19, -0.04, -0.02], [0.08, -0.02, -0.08], [0.07, 0.03, -0.05], [0.19, -0.10, 0.02], [-0.03, -0.01, 0.00], [-0.32, -0.24, -0.12], [-0.15, 0.13, 0.00], [-0.34, -0.02, -0.02], [0.23, -0.18, 0.20], [-0.22, 0.41, 0.65]], "homo_lumo_gap_ev": 6.7, "energy_ev": -33473.4035, "homo_ev": -4.211, "charge": -1}

=====

Record 3
{"formula": "C14H30O5", "method": "wB97M-V/def2-TZVPD", "elements": ["H", "H", "C", "H", "C", "C", "H", "H", "C", "H", "H", "H", "C", "H", "C", "C", "H", "O", "H", "H", "H", "H", "C", "H", "H", "H", "O", "H", "H", "H", "H", "C", "H", "H", "C", "O", "O", "H", "O", "H", "H", "H", "C", "H", "C", "H", "H", "C", "C"], "xyz": [[5.0903, 4.1062, -1.0149], [3.6378, -2.0312, -4.4936], [3.4513, 3.3264, -2.2108], [4.5524, -2.4182, -2.4635], [0.0322, -0.5200, 0.1002], [-6.6436, 0.7154, 3.2230], [1.6043, -0.2820, 1.4925], [0.2614, 0.3672, -0.4925], [3.3474, -2.9955, -4.0724], [-0.3304, -1.2549, -0.6287], [-2.0180, -0.1740, 0.6932], [5.5172, 2.7214, -1.9615], [-4.4293, 0.3860, 2.2624], [-7.4911, 1.3971, 3.1596], [2.3312, 2.7245, -1.3278], [-1.0516, -0.4096, 1.1394], [2.9759, 3.3047, 0.7424], [-5.2842, -0.6701, 1.8834], [2.7810, -2.3535, -2.1072], [-1.2302, -1.7817, 2.8673], [2.6028, 1.6250, 0.5351], [4.0222, -3.7189, -4.5431], [-0.9014, -1.7729, 1.8299], [-0.9112, 0.3627, 1.9033], [3.2137, 4.3648, -2.4393], [1.6311, 3.5475, -1.1513], [0.5086, -2.0380, 1.7663], [-7.0391, -0.0179, 1.1519], [-4.9146, 1.7696, 3.9292], [1.9228, 1.7962, -1.7110], [-6.6893, 0.2498, 4.2065], [1.1731, -1.1023, 0.9098], [3.4610, 2.8155, -3.1741], [1.9159, -1.6365, 0.3223], [3.5825, -2.9249, -2.5789], [3.6106, -4.2230, -1.9837], [4.3934, 2.2549, -0.3181], [-3.7295, 0.0118, 3.0148], [1.9846, -3.2897, -4.3676], [-7.2556, -1.2166, 2.3952], [-1.4256, -2.5633, 1.2857], [-5.4839, 2.3242, 2.3587], [-6.6516, -0.3517, 2.1211], [-3.8822, 0.8325, 1.4341], [4.7005, 3.1474, -1.3744], [1.8736, -4.2387, -4.2516], [3.4902, -4.0947, -1.0391], [3.0079, 2.4908, 0.0071], [-5.3141, 1.4381, 2.9705]], "atomic_forces_ev_per_a": [[-0.25, 0.04, 0.32], [-0.48, 0.10, -0.07], [-0.93, -0.29, -0.32], [-0.13, -0.02, 0.35], [0.09, -0.06, -0.86], [-0.10, -0.07, -0.62], [0.40, -0.24, 0.11], [0.09, 0.20, 0.38], [-0.19, -0.31, 0.36], [0.21, -0.07, 0.00], [-0.09, -0.49, 0.05], [-0.03, -0.19, 0.14], [-0.50, 0.64, 1.37], [-0.04, -0.04, -0.07], [0.20, 1.51, 0.66], [-0.67, 0.18, 0.56], [-0.25, 0.33, -0.42], [0.07, -0.80, -0.07], [0.06, 0.32, -0.17], [0.07, 0.03, 0.05], [0.26, -0.15, -0.12], [-0.04, -0.14, 0.18], [0.09, 0.31, -0.55], [0.44, 0.14, -0.23], [0.23, 0.07, 0.12], [-0.71, -0.72, -0.39], [0.33, -0.21, 0.37], [-0.33, 0.43, 0.22], [0.30, 0.06, -0.17], [-0.30, 0.18, -0.14], [0.18, -0.10, 0.00], [-0.99, 0.11, -0.02], [0.34, -0.10, 0.08], [0.16, 0.07, 0.08], [0.48, -0.06, -0.11], [-0.01, 0.15, -0.32], [-0.47, -0.05, 0.09], [0.27, -0.18, -0.32], [0.35, 0.09, -0.28], [0.47, -0.31, 0.08], [-0.07, 0.01, 0.02], [0.07, -0.05, -0.10], [-0.04, 0.57, -0.30], [-0.06, -0.22, -0.24], [0.95, -0.03, -0.44], [-0.07, 0.05, 0.06], [0.01, -0.17, 0.03], [0.95, -0.63, 0.43], [-0.33, 0.09, 0.25]], "homo_lumo_gap_ev": 10.2, "de_lowest_ev": 0.0000, "energy_ev": -25239.4662, "smiles": "C1CCOC1.C1CCOC1.C1CCOC1.OCCO", "homo_ev": -9.560, "charge": 0}